C39H30CaF6N6O10P as an isolated structure in a non-equilibrium geometry, computed with ωB97M-V with the def2-TZVPD basis set.

The geometry in XYZ format:
```
93
C39H30CaF6N6O10P (ωB97M-V with the def2-TZVPD basis set)
Ca 0.28997 0.45758 0.09916
O -1.37423 -3.22604 2.10995
C -0.91094 -2.38374 1.35783
N -0.37948 -1.15507 1.60432
C -0.10674 -0.78894 2.91787
O -0.08839 -1.50366 3.89816
C 0.23302 0.69634 3.12106
C 0.59147 1.10908 4.39041
C 0.89234 2.44518 4.59734
C 0.80182 3.33107 3.53996
C 0.42731 2.84466 2.30276
N 0.16136 1.55012 2.08688
C -0.97185 -2.72696 -0.13805
C -1.95888 -3.60776 -0.57503
C -2.00434 -3.95284 -1.91023
C -1.03728 -3.44415 -2.77198
C -0.08934 -2.58830 -2.25268
N -0.05728 -2.21037 -0.96784
H 0.63034 0.36977 5.17699
H 1.19016 2.79248 5.58038
H 1.02547 4.38292 3.65568
H 0.33261 3.49802 1.44606
H -2.65688 -3.99367 0.15492
H -2.77334 -4.62150 -2.27992
H -1.02008 -3.70162 -3.82433
H 0.68874 -2.17065 -2.88407
O 5.78147 3.59705 1.04838
C 4.71855 3.01824 0.92627
C 3.55194 3.47715 0.09776
O 3.47243 4.54614 -0.50137
C 2.59155 2.38494 0.10582
C 3.06521 1.31590 0.93821
O 2.44489 0.21269 1.07851
C 4.36626 1.67816 1.51687
O 5.05497 1.03050 2.28559
O 1.48549 2.33054 -0.54356
C 5.68815 0.59692 -6.78569
O 4.49029 0.52793 -6.03911
C 3.56193 -0.39140 -6.41680
C 3.68050 -1.23961 -7.50063
C 2.66331 -2.15711 -7.78699
C 1.55065 -2.20997 -6.97221
C 1.43297 -1.35379 -5.87495
C 2.42790 -0.42914 -5.58197
N 2.39737 0.46758 -4.52184
C 1.49673 0.36299 -3.44975
N 0.21148 0.65237 -3.87473
C -1.00895 0.48730 -3.22669
C -1.25241 0.33593 -1.88706
C -2.47238 0.16217 -1.28125
C -3.57941 0.20679 -2.10236
C -3.42736 0.37408 -3.47725
C -2.16418 0.50421 -4.02974
O -1.90772 0.65614 -5.36067
C -3.02237 0.76071 -6.22616
N 1.79261 0.03743 -2.25902
C 3.13241 -0.32976 -1.90820
C 3.30030 -1.55020 -1.27137
C 4.53976 -1.97381 -0.82045
C 5.63799 -1.14719 -0.97990
C 5.49519 0.09015 -1.59386
C 4.24955 0.50412 -2.05496
O 4.05314 1.71776 -2.64403
C 5.14939 2.63002 -2.67239
H 6.28311 1.38908 -6.34064
H 5.49052 0.83914 -7.83344
H 6.24027 -0.34475 -6.73129
H 4.56219 -1.20392 -8.12614
H 2.76192 -2.82161 -8.63591
H 0.76018 -2.92382 -7.17222
H 0.55792 -1.41124 -5.23878
H 3.26134 0.93539 -4.27781
H 0.14164 0.92928 -4.83705
H -2.60034 0.05980 -0.20323
H -4.56148 0.14795 -1.65435
H -4.30430 0.40751 -4.10484
H -2.62227 0.90553 -7.22488
H -3.65223 1.61194 -5.95943
H -3.62409 -0.15050 -6.20580
H 2.41300 -2.14303 -1.08523
H 4.63109 -2.92289 -0.30549
H 6.60827 -1.43984 -0.59490
H 6.34641 0.74980 -1.67445
H 4.74945 3.57450 -3.02511
H 5.93054 2.26676 -3.34828
H 5.56072 2.78252 -1.67642
F -2.19910 2.60226 0.30943
P -3.44251 2.65611 1.36710
F -4.68815 2.67992 2.39320
F -4.38499 1.92517 0.24471
F -2.49220 3.35993 2.44982
F -3.87175 4.09685 0.77905
F -2.99669 1.19848 1.91236
```

Summary:
**Electronic energy**: -4203.70400 Ha
**Relative energy (zero: lowest compared OMol25 entry of this formula, charge and spin)**: 10.50 kcal/mol
**Spin multiplicity**: 2
**Expectation value of S²**: 0.758
**Net charge**: -2
**HOMO level (spin up / spin down)**: -1.619 / -1.617 eV